A molecular structure, C35H22Cl3N7O3S2SeV. Source: OMol25; level of theory: ωB97M-V with the def2-TZVPD basis set.

Last column: Mulliken charge in e.
Positions of all 74 atoms, in Å:
H  -4.198  -0.649  2.770  0.4475
C  1.032  2.360  -1.719  0.2458
C  3.079  1.733  2.055  0.5199
H  -2.551  1.702  1.042  0.5848
C  4.201  -3.016  0.668  -0.6281
N  -1.351  -0.854  0.846  0.2823
H  -2.946  -0.084  -3.045  0.3344
O  -1.122  -0.277  -1.829  -0.6905
H  -2.875  -4.684  -4.951  0.3997
C  -2.437  -1.894  2.920  -0.0578
C  -3.928  -1.478  -4.355  -0.9552
H  4.800  2.666  3.164  0.3960
C  1.748  3.165  -2.624  0.3551
C  -1.888  -3.307  -3.590  0.2663
V  0.011  0.142  -0.253  -0.8219
C  -1.633  4.702  -0.173  -0.5830
C  3.669  -4.290  0.054  -0.5149
Cl  3.777  3.094  5.608  -0.2258
O  1.217  0.410  1.320  0.1133
C  3.008  2.393  4.337  0.7783
N  1.368  1.044  -1.569  0.9054
C  -1.966  2.454  0.525  -0.4289
N  -0.045  -2.311  -1.638  -1.0975
N  -0.127  6.387  -2.039  -0.8494
C  -3.873  -2.781  -4.828  -0.2191
C  -4.195  -1.846  4.566  -0.6998
H  4.931  -2.508  0.006  0.2654
H  2.560  -0.561  -2.171  0.2768
C  0.180  5.113  -1.882  0.8252
H  -0.363  -3.621  -2.543  0.7193
S  2.875  -1.859  1.048  0.0826
H  -0.763  -3.182  3.338  0.4888
C  -2.331  3.779  0.594  -0.8890
C  2.369  0.515  -2.319  -0.3232
H  4.440  -4.752  -0.579  0.3885
C  1.716  1.220  2.217  -1.0466
N  1.925  5.404  -3.560  -0.8145
C  -0.548  4.235  -0.964  0.3430
H  -1.925  5.762  -0.226  0.5231
H  3.347  3.224  -4.092  0.5039
C  -2.267  -3.293  4.863  -0.7238
O  -0.899  -4.164  -3.251  -0.7120
H  3.903  0.741  -3.782  0.4886
H  -4.714  -0.797  -4.699  0.4114
C  -1.858  -1.388  1.761  0.6031
C  3.765  2.289  3.149  -0.8682
C  2.790  2.589  -3.386  -0.7742
N  0.734  -1.721  -0.719  1.0017
H  1.249  2.195  5.556  0.4284
C  -2.889  -3.686  -4.482  -0.8298
H  -3.184  4.098  1.196  0.4338
Se  1.076  7.023  -3.308  0.2262
C  3.112  1.236  -3.213  -0.8296
Cl  -0.670  0.955  3.507  -0.0948
H  -5.157  -1.463  4.930  0.3922
C  -2.962  -1.098  -3.462  -0.3784
C  -0.960  -1.529  -2.168  1.1725
C  1.796  -2.426  -0.189  -0.2042
C  1.658  2.016  4.558  -0.8801
C  1.333  4.563  -2.720  0.8529
C  -1.954  -2.008  -3.079  0.4544
C  -3.511  -2.822  5.285  -0.2520
H  4.714  -3.204  1.620  0.4076
H  -4.655  -3.093  -5.534  0.3408
S  2.253  -3.923  -0.989  -0.0634
C  -3.675  -1.400  3.371  -0.2410
N  -0.873  2.003  -0.159  0.2399
C  1.007  1.445  3.472  0.5044
C  -1.734  -2.836  3.682  -0.3095
H  -1.698  -3.997  5.472  0.3985
H  3.362  -5.032  0.809  0.3120
C  -0.136  2.894  -0.913  0.0247
Cl  3.795  1.493  0.479  -0.1158
H  -3.940  -3.210  6.217  0.3835

Values from the calculation:
Energy above the lowest of the compared OMol25 structures with the same formula, charge and spin ... 0.00 kcal/mol
HOMO energy (spin up / spin down) ... -9.8 / -9.9 eV
HOMO-LUMO gap (spin up / spin down) ... 0.23205 / 0.23126 hartree
Multiplicity ... 3
Net charge ... +1